# 1
{"formula": "C7H6S2", "method": "ωB97M-V with the def2-TZVPD basis set", "e_tot_ha": -1066.64701, "e_above_lowest_kj_mol": 51.7, "total_charge": 0, "orbital_gap_ev": 8.43, "smiles": "C=C1CSc2sccc21", "elements": ["H", "H", "C", "H", "H", "H", "C", "C", "H", "C", "C", "S", "C", "C", "S"], "coordinates": [[-0.96353, 2.65812, 0.47510], [-0.47479, 2.16556, -1.23414], [0.28288, -0.35555, 0.25264], [-2.47332, -0.79428, 0.39603], [-0.22966, -2.46975, -0.41469], [2.29391, -2.87391, -0.36424], [-0.90336, 0.54551, 0.11657], [-0.41613, 1.89529, -0.15922], [-3.13621, 0.89335, 0.32691], [1.88208, -1.99633, -0.07602], [1.48686, 0.36424, 0.21456], [1.39245, 2.11645, 0.11502], [-2.19743, 0.18242, 0.20488], [0.56358, -1.72200, 0.05869], [2.89267, -0.60910, 0.08790]], "atomic_forces_ev_per_a": [[0.6, -0.7, -1.0], [-0.6, -0.2, 0.6], [1.1, 1.8, -1.0], [-0.2, -2.0, 0.3], [1.7, 1.5, 1.7], [1.2, -2.6, -0.6], [-0.3, -2.0, 0.5], [-0.3, 3.2, -0.1], [2.4, -1.1, -0.7], [-0.8, 2.0, 0.9], [-0.6, 0.0, 0.3], [-0.3, -0.8, 0.6], [-0.9, 3.2, 0.6], [-2.1, -2.2, -2.1], [-0.8, 0.1, 0.0]]}

=====

# 2
{"formula": "C5H7NO", "method": "ωB97M-V with the def2-TZVPD basis set", "e_tot_ha": -324.48919, "e_above_lowest_kj_mol": 617.7, "total_charge": 0, "orbital_gap_ev": 7.81, "elements": ["H", "H", "H", "H", "H", "H", "H", "C", "N", "C", "C", "C", "C", "O"], "coordinates": [[-0.37868, -1.29982, 1.49976], [-2.55491, 1.60153, 0.61713], [-0.27689, 1.25254, 0.19030], [0.53416, -1.28911, 0.99127], [3.10792, 2.18983, 0.40900], [-0.92730, -1.58274, -0.29981], [1.44818, -1.62727, -0.98895], [-0.27587, -0.78856, 0.05188], [-0.88716, 0.44329, 0.20728], [-2.22541, 0.55426, 0.50945], [1.12513, -0.83560, -0.32634], [2.52232, 1.33285, 0.16290], [1.91632, 0.30981, -0.07929], [-2.96050, -0.39680, 0.62959]], "atomic_forces_ev_per_a": [[0.1, 0.0, -0.1], [0.0, -0.1, 0.0], [-0.1, 0.0, 0.0], [-0.2, -0.1, 0.2], [-0.1, -0.1, -0.1], [0.1, 0.1, 0.0], [0.0, 0.1, 0.1], [0.0, -0.1, 0.1], [-0.1, 0.1, 0.0], [-0.1, -0.2, 0.0], [0.2, 0.1, -0.3], [-0.2, -0.3, 0.0], [0.1, 0.3, 0.1], [0.2, 0.3, 0.0]]}